# C3H10NO2

A cluster of 3 separate species, C3H10NO2 in total in a non-equilibrium geometry (ωB97M-V/def2-TZVPD, OMol25).

Its gap between HOMO and LUMO (alpha / beta) is 6.05 / 8.82 eV. As for the multiplicity: 2. The value obtained for the LUMO energy (alpha / beta) is 0.019 / 0.019 Eh. The energy above the lowest of the compared OMol25 structures with the same formula, charge and spin comes out at 15.0 kcal/mol. As for the total energy: -8855.164 eV.

Last column: Mulliken spin population.
Element x y z (Å)
C -0.1583 -1.0848 -1.3004  -0.076
C 0.3744 -0.2312 -2.1911  0.174
C -1.5944 -1.3857 0.6039  0.718
N -0.8657 -0.6270 -0.2137  0.127
H -0.1609 -2.1668 -1.3737  0.000
H 0.3185 0.8367 -2.0746  0.003
H 0.8626 -0.6013 -3.0812  0.002
H -2.2391 -1.0323 1.4044  0.024
H -1.6177 -2.4379 0.9087  0.028
H -0.8959 0.3424 0.0469  -0.013
H 1.4246 0.2458 1.4186  0.002
H 0.9127 -0.5177 2.6873  -0.008
O 0.6520 -0.0555 1.8961  0.018
H 1.4865 2.7217 0.9991  0.000
H 0.6416 3.4232 -0.0150  0.000
O 0.8594 2.5701 0.2848  0.001

Atoms 1-3, force components in eV/Å:
-0.310 1.147 -0.028
0.271 -0.840 -0.264
-2.504 -2.085 2.696



# C3H10NO2

A cluster of 2 separate species, C3H10NO2 in total in a non-equilibrium geometry (ωB97M-V/def2-TZVPD, OMol25).

Its gap between HOMO and LUMO (alpha / beta) is 9.04 / 7.79 eV. Its charge is +1. The value obtained for the LUMO energy (alpha / beta) is -0.122 / -0.144 Eh. The energy above the lowest of the compared OMol25 structures with the same formula, charge and spin comes out at 104.7 kcal/mol. As for the total energy: -8847.799 eV.

Last column: natural (NBO) charge in e.
Element x y z (Å)
C 0.1940 -0.3779 2.0425  -0.649
C -0.0094 0.5411 0.8051  -0.173
C 0.9072 -0.4028 -1.5099  0.487
N -1.3628 0.3743 0.2947  -0.728
O 1.4918 0.5088 -2.2798  -0.670
O -0.4009 -0.6217 -1.8614  -0.711
H 0.4474 -1.3588 1.8298  0.222
H -0.7676 -0.2676 2.5398  0.191
H 0.8965 -0.0448 2.7277  0.244
H 0.2492 1.5384 0.9443  0.193
H 1.3349 -1.1450 -0.8868  0.206
H -1.3578 -0.0767 -0.7640  0.455
H -1.6856 1.2686 0.2009  0.420
H -1.9233 -0.1842 0.9827  0.429
H 2.4846 0.6628 -2.1951  0.543
H -0.4983 -0.4145 -2.8707  0.541

Atoms 1-3, force components in eV/Å:
-1.792 2.350 -1.749
1.320 -3.477 -0.332
-1.668 1.910 1.253



# C3H10NO2

A cluster of 2 separate species, C3H10NO2 in total in a non-equilibrium geometry (ωB97M-V/def2-TZVPD, OMol25).

Its gap between HOMO and LUMO is 10.86 eV. Its charge is +1. The value obtained for the LUMO energy is -0.122 Eh. The energy above the lowest of the compared OMol25 structures with the same formula, charge and spin comes out at 16.6 kcal/mol. As for the total energy: -8851.623 eV.

Last column: natural (NBO) charge in e.
Element x y z (Å)
C -0.5544 -1.0113 -0.8282  -0.226
C 0.8189 -0.4483 -1.2512  -0.550
C 0.7237 1.0422 -1.5136  0.446
O -0.2254 1.6558 -1.1049  -0.522
N -0.8057 -0.7153 0.6080  -0.686
H -1.2969 -0.5314 -1.4433  0.250
H -0.5875 -2.0847 -0.9803  0.233
H 1.6842 -0.6199 -0.6059  0.251
H 1.0440 -0.9887 -2.1774  0.266
H 1.5790 1.4864 -2.0350  0.151
H -0.4817 0.2440 0.8280  0.488
H -1.7349 -0.9250 0.9566  0.443
H -0.2056 -1.2534 1.2477  0.434
H 0.7353 1.3084 3.0272  0.501
H -0.6805 1.7174 2.8142  0.498
O -0.0125 1.1240 2.4579  -0.978

Atoms 1-3, force components in eV/Å:
1.290 -0.213 0.062
-0.617 -0.357 -0.775
0.003 -0.674 0.430



# C3H10NO2

A cluster of 2 separate species, C3H10NO2 in total in a non-equilibrium geometry (ωB97M-V/def2-TZVPD, OMol25).

Its gap between HOMO and LUMO is 10.40 eV. Its charge is +1. The value obtained for the LUMO energy is -0.127 Eh. The energy above the lowest of the compared OMol25 structures with the same formula, charge and spin comes out at 29.3 kcal/mol. As for the total energy: -8851.071 eV.

Last column: natural (NBO) charge in e.
Element x y z (Å)
C 0.0851 0.7136 -0.4410  -0.205
C -1.3060 0.1901 -0.0590  -0.550
C -1.4711 0.5666 1.4136  0.437
O -0.8514 1.5410 1.7919  -0.485
N 0.6379 -0.1123 -1.6480  -0.718
H 0.8336 0.5353 0.3936  0.250
H 0.2861 1.7119 -0.8251  0.236
H -1.2307 -0.9125 -0.0991  0.220
H -2.1629 0.5978 -0.6029  0.268
H -2.2135 -0.0250 1.9978  0.155
H 1.2268 -0.9186 -1.2816  0.475
H 1.0578 0.5260 -2.3235  0.442
H -0.1763 -0.5665 -2.0688  0.423
H 2.9206 -2.2005 0.0120  0.522
H 1.5627 -2.8910 -0.4603  0.505
O 2.0265 -2.0503 -0.3074  -0.975

Atoms 1-3, force components in eV/Å:
1.928 -0.662 -0.403
1.152 -0.225 0.927
0.098 1.422 -0.495



# C3H10NO2

A cluster of 3 separate species, C3H10NO2 in total in a non-equilibrium geometry (ωB97M-V/def2-TZVPD, OMol25).

Its gap between HOMO and LUMO (alpha / beta) is 5.71 / 2.31 eV. Its charge is +2. As for the multiplicity: 2. The value obtained for the LUMO energy (alpha / beta) is -0.409 / -0.533 Eh. The energy above the lowest of the compared OMol25 structures with the same formula, charge and spin comes out at 59.4 kcal/mol. As for the total energy: -8835.140 eV.

Last column: Mulliken spin population.
Element x y z (Å)
C 0.2864 -0.1470 -1.0655  0.463
C -0.9434 -0.3737 -0.4804  0.334
C 1.2532 1.8692 -0.3126  0.071
N 0.9873 1.0309 -1.2707  0.013
H 0.8220 -1.0338 -1.4485  0.026
H -1.7037 0.2464 -0.0100  0.029
H -1.0933 -1.3970 -0.1113  0.034
H 1.8014 2.7917 -0.4755  -0.003
H 0.9012 1.7459 0.7169  -0.004
H 1.3208 1.2457 -2.2208  0.001
H -5.1996 -1.9283 1.4022  0.000
H -3.9043 -2.3635 1.9589  0.000
O -4.2582 -1.7066 1.3661  0.001
H 3.4065 0.2591 1.3990  -0.001
H 3.3807 -0.4545 -0.0025  -0.001
O 2.9430 0.2155 0.5547  0.037

Atoms 1-3, force components in eV/Å:
1.254 -1.071 -1.003
-0.599 -0.918 2.514
0.090 0.299 0.814



# C3H10NO2P

A cluster of 2 separate species, C3H10NO2P in total in a non-equilibrium geometry (ωB97M-V/def2-TZVPD, OMol25).

Its gap between HOMO and LUMO (alpha / beta) is 8.16 / 7.89 eV. The value obtained for the LUMO energy (alpha / beta) is -0.025 / -0.007 Eh. The energy above the lowest of the compared OMol25 structures with the same formula, charge and spin comes out at 167.3 kcal/mol. As for the total energy: -18142.637 eV.

Last column: natural (NBO) charge in e.
Element x y z (Å)
C 0.4225 -1.8114 -0.0899  -0.423
C -2.0220 1.1474 -1.4565  -0.658
C -0.1868 0.6780 1.7398  -0.967
N 1.2386 -0.7024 -0.0218  -0.453
O 1.5685 1.8528 -0.1444  -1.048
O 2.3032 -0.6984 -0.9223  -0.578
P 0.5317 0.8364 -0.0145  1.782
H 0.3759 -2.0327 -1.1118  0.200
H 0.7137 -2.6966 0.4802  0.194
H -0.4747 -1.5135 0.3688  0.208
H -2.3643 0.0875 -1.4798  0.179
H -2.5527 1.7265 -0.6865  0.181
H -1.9688 1.6130 -2.4441  0.190
H 0.6823 0.7317 2.4855  0.247
H -0.6811 1.6052 1.7941  0.229
H -0.8085 -0.1631 1.9620  0.230
H 3.2221 -0.6603 -0.4589  0.486

Atoms 1-3, force components in eV/Å:
0.156 -1.711 0.401
0.012 -0.922 0.746
2.444 0.630 -0.280



# C3H10NO2P

A cluster of 2 separate species, C3H10NO2P in total in a non-equilibrium geometry (ωB97M-V/def2-TZVPD, OMol25).

Its gap between HOMO and LUMO (alpha / beta) is 7.44 / 7.43 eV. The value obtained for the LUMO energy (alpha / beta) is -0.012 / -0.012 Eh. The energy above the lowest of the compared OMol25 structures with the same formula, charge and spin comes out at 135.8 kcal/mol. As for the total energy: -18144.004 eV.

Last column: natural (NBO) charge in e.
Element x y z (Å)
C -1.0179 -1.6261 1.8553  -0.422
C -1.8193 1.3397 -1.1463  -0.242
C 2.5667 0.4472 -1.1127  -0.280
N 0.0729 -0.7537 1.4677  -0.962
O -0.4320 1.4537 -1.1009  -0.847
O 1.9502 -0.0738 0.0462  -0.804
P 0.5363 -0.8180 -0.1120  1.473
H -1.9257 -1.2263 2.2628  0.218
H -1.3237 -2.2238 0.9351  0.208
H -0.6223 -2.3934 2.6551  0.197
H -2.2261 2.2811 -1.6693  0.167
H -2.3636 1.2555 -0.0945  0.103
H -1.9529 0.3359 -1.6380  0.141
H 2.6998 -0.2442 -2.0057  0.184
H 3.6583 0.8805 -0.8313  0.198
H 1.9479 1.2271 -1.4783  0.231
H 0.2514 0.1385 1.9668  0.435

Atoms 1-3, force components in eV/Å:
0.820 -3.169 0.506
0.179 -0.448 0.790
3.176 0.696 -1.072



# C3H10NO2S

A cluster of 2 separate species, C3H10NO2S in total in a non-equilibrium geometry (ωB97M-V/def2-TZVPD, OMol25).

Its gap between HOMO and LUMO is 10.57 eV. Its charge is +1. The value obtained for the LUMO energy is -0.126 Eh. The energy above the lowest of the compared OMol25 structures with the same formula, charge and spin comes out at 67.4 kcal/mol. As for the total energy: -19683.991 eV.

Last column: natural (NBO) charge in e.
Element x y z (Å)
C -2.6831 -0.1554 -0.4574  -0.082
C -1.1667 -0.2035 -0.8815  -0.620
C 2.7588 0.0250 0.7974  0.174
N 3.0568 0.1787 -0.4993  -0.727
O -2.6964 -0.0285 0.9906  -0.687
O 0.8107 0.2993 0.9931  -0.935
S -0.1391 1.0610 0.0394  0.944
H -3.1245 -1.1405 -0.7945  0.221
H -3.0276 0.7361 -0.8835  0.204
H -1.0167 -0.2700 -1.9945  0.255
H -0.7853 -1.1443 -0.4693  0.231
H 2.6659 -0.8586 1.3157  0.223
H 2.8107 0.9584 1.4687  0.244
H 2.8594 -0.6738 -0.9790  0.421
H -1.3070 1.0323 0.9018  0.203
H 3.4296 1.0615 -0.8572  0.446
H -2.4454 -0.8778 1.3095  0.484

Atoms 1-3, force components in eV/Å:
2.402 -1.570 0.825
0.260 -1.096 -0.397
-0.544 5.787 -0.894